# 1
The following is a quantum chemistry calculation of one molecule with the formula C9H14N2O7 at a distorted geometry, from the Open Molecules 2025 dataset.

Each line ends with the Löwdin charge.
Element x y z (Å)
C (-1.901, -1.493, 0.227)  -0.33
C (-0.945, -0.429, 0.831)  -0.44
C (-2.645, -1.073, -1.052)  -0.05
C (-3.464, 0.203, -0.911)  -0.46
C (0.930, 1.081, 0.400)  -0.22
C (0.584, 2.584, 0.186)  -0.43
C (2.284, 0.785, -0.233)  -0.11
C (2.899, -0.521, 0.359)  -0.08
C (4.075, -0.971, -0.474)  -0.53
H (-2.479, -1.897, 2.094)  0.08
H (-3.259, -2.819, 0.941)  0.09
H (-1.123, -2.228, -0.137)  0.16
H (-2.001, -1.099, -1.954)  0.14
H (-3.432, -1.807, -1.111)  0.12
H (-3.315, 2.165, -0.541)  0.15
H (-0.176, -0.107, -0.977)  0.16
H (0.987, 0.933, 1.493)  0.17
H (2.908, 1.680, -0.045)  0.13
H (2.149, 0.740, -1.315)  0.14
H (2.132, -1.309, 0.267)  0.13
H (3.215, -0.325, 1.404)  0.13
H (5.078, 0.061, 0.698)  0.10
H (-1.151, 2.034, -0.313)  0.06
N (-2.863, -1.924, 1.168)  0.08
N (-0.096, 0.165, -0.003)  0.09
O (-0.949, -0.215, 2.043)  0.08
O (-4.644, 0.190, -1.086)  0.14
O (-2.791, 1.347, -0.516)  0.07
O (1.407, 3.480, 0.296)  0.10
O (3.956, -1.687, -1.406)  0.14
O (5.288, -0.415, -0.113)  0.10
O (-0.658, 2.869, -0.221)  0.12

The value obtained for the energy above the lowest of the compared OMol25 structures with the same formula, charge and spin is 101.88 kJ/mol. Its LUMO energy is 0.11 eV. As for the net charge: 0. As for the strongest force on any atom: 2.9 eV Å⁻¹.

---

# 2
The following is a quantum chemistry calculation of C9H14N2PRuS as an isolated structure at a distorted geometry, from the Open Molecules 2025 dataset.

Each line ends with the Mulliken spin population.
Element x y z (Å)
C (1.876, -1.893, -0.149)  0.17
C (3.118, -1.392, -0.627)  0.08
C (2.874, -0.861, -1.937)  0.40
C (1.610, -1.291, -2.387)  -0.08
C (0.901, -1.781, -1.239)  0.39
Ru (-1.722, -0.296, -0.017)  2.68
P (-0.776, 0.058, 1.934)  0.04
H (1.633, -2.249, 0.847)  0.00
H (4.051, -1.355, -0.069)  0.00
H (3.620, -0.340, -2.537)  0.03
H (-0.156, -2.063, -1.194)  0.01
H (1.190, -1.124, -3.373)  0.00
H (-0.426, 1.395, 2.272)  0.01
H (0.422, -0.623, 2.340)  0.00
H (-1.590, -0.256, 3.076)  0.04
C (-2.155, 4.585, -1.262)  0.00
N (-3.008, 3.620, -0.591)  0.01
C (-4.079, 3.844, 0.262)  0.00
C (-4.473, 2.636, 0.750)  0.02
N (-3.609, 1.691, 0.204)  0.05
C (-2.707, 2.294, -0.587)  -0.06
S (-1.312, 1.557, -1.215)  0.19
H (-1.152, 4.579, -0.812)  0.00
H (-2.069, 4.313, -2.318)  0.00
H (-2.596, 5.579, -1.168)  0.00
H (-4.462, 4.835, 0.441)  0.00
H (-5.281, 2.344, 1.393)  0.00
H (-3.424, 0.700, 0.492)  0.02

Its expectation value of S² is 6.03. Its LUMO energy (spin up / spin down) is -3.66 / -4.59 eV. As for the multiplicity: 5. As for the net charge: +1. As for the strongest force on any atom: 3.2 eV Å⁻¹.

---

# 3
The following is a quantum chemistry calculation of an isolated ion of composition C9H14N3O and charge +1 at a distorted geometry, from the Open Molecules 2025 dataset.

Each line ends with the Löwdin charge.
Element x y z (Å)
C (-1.844, -2.119, 0.255)  0.09
C (-1.058, -1.225, 1.017)  0.04
C (-0.838, -2.700, -0.562)  0.02
C (0.907, 0.978, 0.775)  -0.19
C (1.290, -0.461, 0.951)  -0.28
C (1.894, 2.204, 0.954)  0.02
C (-2.099, 2.278, -0.997)  -0.09
C (1.584, -2.721, -0.973)  0.02
C (-0.884, 2.296, -0.099)  -0.28
N (-0.246, 1.096, 0.262)  0.06
N (0.244, -1.352, 0.658)  -0.01
N (0.367, -2.183, -0.336)  -0.06
O (2.353, -0.930, 1.330)  0.17
H (-2.835, -2.141, 0.136)  0.08
H (-1.318, -0.364, 1.514)  0.11
H (-0.996, -3.372, -1.345)  0.13
H (2.806, 2.066, 0.257)  0.13
H (1.340, 3.130, 0.911)  0.06
H (2.376, 2.092, 1.910)  0.07
H (-2.011, 2.340, -2.059)  0.06
H (-2.684, 1.325, -0.732)  0.10
H (-2.744, 3.172, -0.770)  0.10
H (2.061, -2.232, -1.820)  0.10
H (2.384, -3.077, -0.197)  0.14
H (1.438, -3.751, -1.447)  0.12
H (-1.326, 2.579, 0.885)  0.15
H (-0.160, 3.072, -0.477)  0.13

The value obtained for the energy above the lowest of the compared OMol25 structures with the same formula, charge and spin is 146.90 kJ/mol. Its LUMO energy is -4.29 eV. As for the net charge: +1. As for the strongest force on any atom: 6.8 eV Å⁻¹.

---

# 4
The following is a quantum chemistry calculation of C9H14N3O as an isolated structure at a distorted geometry, from the Open Molecules 2025 dataset.

Each line ends with the Löwdin charge.
Element x y z (Å)
C (0.413, -0.072, -1.243)  -0.33
C (0.313, 0.351, -3.293)  -0.42
C (-0.151, -0.879, 2.456)  -0.12
C (-0.866, -1.831, 1.527)  -0.12
C (0.765, -0.095, 1.564)  -0.22
C (0.484, 1.326, 1.225)  -0.09
C (0.123, -0.336, 0.146)  -0.10
C (-0.273, 0.350, -4.612)  0.00
C (1.519, 2.299, 0.962)  -0.05
N (-0.467, -0.120, -2.227)  0.19
N (1.467, 0.748, -2.953)  0.16
N (-1.179, -0.924, 0.406)  0.10
O (1.515, 0.553, -1.592)  0.04
H (-0.958, -0.218, 2.900)  0.15
H (0.396, -1.527, 3.231)  0.16
H (-0.211, -2.716, 1.247)  0.18
H (-1.784, -2.234, 1.899)  0.13
H (1.844, -0.333, 1.608)  0.17
H (-0.496, 1.655, 1.543)  0.13
H (0.455, 0.407, -5.376)  0.08
H (-0.860, -0.558, -4.733)  0.09
H (-1.001, 1.156, -4.654)  0.10
H (1.206, 3.055, 0.147)  0.14
H (2.449, 1.622, 0.896)  0.13
H (1.544, 2.834, 1.902)  0.10
H (-1.400, -1.351, -0.480)  0.16
H (-1.874, -0.138, 0.639)  0.23

The value obtained for the energy above the lowest of the compared OMol25 structures with the same formula, charge and spin is 216.24 kJ/mol. Its LUMO energy is -3.71 eV. As for the net charge: +1. As for the strongest force on any atom: 3.9 eV Å⁻¹.

---

# 5
The following is a quantum chemistry calculation of an isolated ion of composition C9H14N3S2 and charge +1 at a distorted geometry, from the Open Molecules 2025 dataset.

Each line ends with the Löwdin charge.
Element x y z (Å)
C (-0.689, -0.749, -2.102)  0.00
C (-1.915, -0.665, -0.099)  -0.01
C (-1.815, -1.295, -2.745)  -0.12
C (-2.983, -1.228, -0.852)  -0.10
C (-0.729, -0.441, -0.740)  -0.22
C (0.182, 1.694, 0.319)  -0.74
C (1.016, -1.910, 1.092)  0.00
C (2.429, 0.008, 1.380)  0.03
C (0.571, 0.180, -0.236)  -0.19
N (-2.931, -1.482, -2.135)  0.08
N (-0.150, 1.653, 1.516)  0.10
N (1.055, -0.486, 1.012)  -0.20
S (-0.301, 4.510, 0.064)  0.43
S (0.371, 2.854, -0.950)  0.62
H (0.291, -0.874, -2.650)  0.14
H (-2.172, -0.311, 0.860)  0.10
H (-1.747, -1.580, -3.751)  0.10
H (-4.031, -1.159, -0.407)  0.14
H (0.111, -2.427, 1.339)  0.11
H (1.433, -2.372, 0.151)  0.14
H (1.756, -2.059, 1.867)  0.10
H (2.926, -0.405, 0.562)  0.09
H (2.390, 1.063, 1.241)  0.09
H (2.971, -0.237, 2.295)  0.13
H (1.304, 0.258, -0.963)  0.11
H (-0.735, 2.361, 1.946)  0.08
H (0.491, 0.024, 1.750)  0.15
H (0.900, 5.077, 0.235)  -0.16

The value obtained for the energy above the lowest of the compared OMol25 structures with the same formula, charge and spin is 0.00 kJ/mol. Its LUMO energy is -3.10 eV. As for the net charge: +1. As for the strongest force on any atom: 4.4 eV Å⁻¹.

---

# 6
The following is a quantum chemistry calculation of one molecule with the formula C9H14N4O3S at a distorted geometry, from the Open Molecules 2025 dataset.

Each line ends with the Löwdin charge.
Element x y z (Å)
C (-3.029, -0.439, -0.329)  -0.35
C (-1.537, 0.115, -0.203)  -0.41
C (-3.924, 0.862, -0.072)  -0.54
C (0.744, -0.011, 0.792)  -0.16
C (1.207, 1.534, 0.843)  -0.36
C (1.536, -0.788, -0.294)  -0.13
C (2.923, -0.584, -0.352)  -0.33
C (3.538, 0.571, -0.780)  -0.11
C (4.978, -0.707, 0.236)  -0.20
H (-3.175, -2.630, 0.070)  0.12
H (-3.850, -1.525, 1.274)  0.08
H (-3.239, -0.789, -1.380)  0.14
H (-3.593, 1.450, 0.858)  0.09
H (-3.877, 1.475, -1.211)  0.16
H (-5.891, -0.762, -0.978)  0.03
H (-1.226, -1.023, 1.271)  0.11
H (1.112, -0.437, 1.739)  0.15
H (1.351, -1.867, 0.022)  0.15
H (1.011, -0.411, -1.153)  0.12
H (3.089, 1.275, -1.579)  0.17
H (5.999, -0.652, 0.803)  0.15
H (5.534, 0.988, -0.890)  0.13
H (-0.507, 1.919, -0.335)  0.09
N (-3.077, -1.667, 0.545)  -0.01
N (-0.664, -0.491, 0.646)  0.13
N (3.854, -1.323, 0.390)  0.12
N (4.804, 0.460, -0.504)  0.05
O (-1.121, 0.874, -1.077)  0.02
O (2.327, 1.866, 1.429)  0.01
O (0.434, 2.288, 0.019)  0.04
S (-5.730, 0.427, 0.198)  0.54

The value obtained for the energy above the lowest of the compared OMol25 structures with the same formula, charge and spin is 482.65 kJ/mol. Its LUMO energy is -0.20 eV. As for the net charge: 0. As for the strongest force on any atom: 7.0 eV Å⁻¹.